25
Properties=species:S:1:pos:R:3 method="wB97M-V/def2-TZVPD" relative_energy_ev=3.106 fmax_ev_per_a=1.0 energy_ha=-368.822419 total_charge=+1
C 0.86 0.21 0.90
C -0.01 -0.17 -0.10
C 0.77 -0.36 2.16
C -0.11 -1.51 2.43
C 1.58 0.15 3.28
C -2.16 0.52 -2.04
C 0.58 -0.53 -2.39
C -0.91 1.34 -1.78
N 0.26 0.50 -1.38
H 1.61 1.00 0.76
H -0.58 -1.42 3.41
H 0.51 -2.41 2.47
H -0.84 -1.64 1.65
H 2.09 1.08 3.05
H 2.32 -0.60 3.56
H 0.95 0.29 4.16
H -3.00 1.19 -2.20
H -2.06 -0.10 -2.92
H -2.39 -0.11 -1.18
H 0.47 -0.11 -3.39
H 1.60 -0.88 -2.25
H -0.11 -1.37 -2.27
H -1.10 2.05 -0.97
H -0.63 1.90 -2.67
H 1.08 1.14 -1.31



25
Properties=species:S:1:pos:R:3 method="wB97M-V/def2-TZVPD" relative_energy_ev=2.943 smiles="C=[N+]=C(C)CCC(C)C" fmax_ev_per_a=4.0 energy_ha=-368.828432 total_charge=+1
C 1.37 -1.32 -1.52
N 1.62 -0.28 -0.86
C 1.90 0.30 0.19
C 3.02 1.13 0.36
C 0.80 0.16 1.23
C -0.56 -0.65 1.01
C -1.68 0.19 0.38
C -2.98 -0.58 0.09
C -1.21 0.67 -1.07
H 1.90 -2.32 -1.32
H 0.62 -1.24 -2.18
H 3.94 0.57 0.75
H 3.27 1.57 -0.62
H 2.78 1.89 1.05
H 1.21 -0.08 2.16
H 0.46 1.32 1.34
H -0.92 -1.03 2.10
H -0.38 -1.54 0.35
H -1.89 1.09 0.94
H -3.52 -0.80 0.99
H -3.78 0.16 -0.41
H -2.76 -1.57 -0.46
H -1.04 -0.17 -1.72
H -1.94 1.31 -1.61
H -0.26 1.23 -1.17



26
Properties=species:S:1:pos:R:3 method="wB97M-V/def2-TZVPD" relative_energy_ev=0.611 smiles=Cc1c[nH]cn1.CC(C)C fmax_ev_per_a=1.5 energy_ha=-423.917167
C -1.54 1.76 -0.15
C -2.35 0.85 0.71
C -3.68 0.57 0.61
N -3.97 -0.24 1.69
C -2.81 -0.41 2.37
N -1.83 0.29 1.86
H -1.87 1.76 -1.19
H -0.54 1.32 -0.21
H -1.35 2.74 0.27
H -4.45 0.91 -0.07
H -4.84 -0.64 1.99
H -2.68 -0.98 3.28
C 2.51 -1.59 -1.84
C 1.91 -0.73 -0.71
C 2.82 -0.71 0.53
C 1.70 0.69 -1.21
H 2.09 -2.60 -1.76
H 3.59 -1.59 -1.75
H 2.30 -1.25 -2.85
H 0.98 -1.17 -0.34
H 3.02 0.30 0.89
H 2.37 -1.19 1.41
H 3.74 -1.29 0.45
H 0.97 0.70 -2.02
H 1.27 1.33 -0.46
H 2.62 1.19 -1.51



26
Properties=species:S:1:pos:R:3 method="wB97M-V/def2-TZVPD" relative_energy_ev=0.704 smiles=CCc1c[nH]cn1.CCC fmax_ev_per_a=1.8 energy_ha=-423.913741
C -0.33 -1.93 -0.90
C 0.94 -2.26 -0.08
C 1.06 -1.32 1.08
C 2.07 -0.46 1.37
N 1.58 0.35 2.38
C 0.34 -0.09 2.65
N -0.03 -1.06 1.90
H -1.18 -2.14 -0.27
H -0.22 -2.51 -1.81
H -0.31 -0.88 -1.15
H 0.90 -3.28 0.27
H 1.80 -2.18 -0.74
H 3.08 -0.63 1.02
H 2.23 0.88 2.94
H -0.29 0.38 3.39
C -0.46 2.02 -2.17
C -0.74 1.77 -0.67
C -1.99 0.96 -0.41
H 0.14 1.21 -2.59
H 0.25 2.84 -2.27
H -1.42 2.18 -2.66
H 0.14 1.29 -0.22
H -0.60 2.70 -0.12
H -2.17 0.22 -1.17
H -1.89 0.38 0.52
H -2.89 1.57 -0.27



27
Properties=species:S:1:pos:R:3 method="wB97M-V/def2-TZVPD" relative_energy_ev=6.938 fmax_ev_per_a=4.8 energy_ha=-498.930995
C 0.15 0.39 -0.30
C -0.39 1.53 -0.22
C -0.99 -0.81 -0.75
C -0.82 2.90 -0.01
C 1.71 -0.76 1.20
C 1.96 -0.95 -1.27
C -2.30 -1.45 1.14
C 1.55 -0.06 -0.14
N -2.78 0.46 -0.24
N -2.13 -0.73 -0.12
O -1.06 -0.86 -2.09
H -0.55 -1.72 -0.48
H -1.72 2.78 0.66
H -1.20 3.27 -0.94
H -0.05 3.70 0.40
H 2.64 -0.55 1.63
H 1.45 -1.89 1.08
H 1.01 -0.30 2.01
H 1.16 -1.72 -1.45
H 2.78 -1.57 -0.95
H 2.25 -0.44 -2.12
H -2.98 -0.84 1.64
H -2.74 -2.54 0.84
H -1.34 -1.67 1.52
H 2.18 0.78 -0.02
H -2.60 0.74 -1.16
H -1.58 -0.08 -2.37



28
Properties=species:S:1:pos:R:3 method="wB97M-V/def2-TZVPD" relative_energy_ev=4.130 fmax_ev_per_a=4.6 energy_ha=-573.572677 total_charge=+2
C -2.33 -0.88 0.31
C 0.35 0.19 0.13
C -2.11 -2.07 -0.13
C -0.83 -2.85 -0.15
C 0.27 -2.16 0.67
C 2.90 1.99 0.97
C 2.01 3.10 -1.19
C 2.21 1.84 -0.38
N -3.72 -0.39 0.24
N 0.73 1.36 -0.06
O -3.27 -2.76 -0.56
O 0.79 -0.98 -0.04
H -0.96 -3.93 0.22
H -0.43 -2.97 -1.25
H -0.09 -1.93 1.59
H 1.18 -2.84 0.71
H 2.46 2.67 1.63
H 2.95 1.16 1.53
H 4.02 2.29 0.93
H 1.35 3.80 -0.66
H 1.51 3.07 -2.09
H 2.96 3.63 -1.41
H 2.76 1.02 -1.02
H -3.04 -3.67 -0.69
H -3.70 0.61 0.05
H -4.09 -0.58 1.17
H -4.05 -0.96 -0.49
H 0.17 2.22 -0.05



30
Properties=species:S:1:pos:R:3 method="wB97M-V/def2-TZVPD" relative_energy_ev=2.765 fmax_ev_per_a=3.7 energy_ha=-1256.999718
C -0.52 -2.25 -1.65
C -1.17 0.34 1.53
C -0.23 -1.47 -2.97
C -0.12 0.52 2.60
C 0.86 -2.45 -0.96
C -1.88 1.69 1.46
C 0.26 -0.06 -2.61
C 0.98 1.46 2.15
N 1.64 1.17 -0.66
N 1.62 2.32 -0.79
O 1.55 -1.25 -0.57
O -1.08 2.70 0.93
P 1.92 -0.13 -1.70
P 0.41 3.08 1.61
H -1.17 -1.58 -1.13
H -0.98 -3.21 -1.71
H -0.70 0.08 0.59
H -1.78 -0.48 1.90
H 0.35 -1.85 -3.85
H -1.28 -1.54 -3.51
H -0.60 0.83 3.60
H 0.37 -0.52 2.83
H 0.63 -2.96 0.01
H 1.54 -2.99 -1.55
H -2.69 1.56 0.66
H -2.34 2.10 2.46
H 0.51 0.35 -3.55
H -0.48 0.60 -2.14
H 1.76 1.69 2.80
H 1.53 1.00 1.34



27
Properties=species:S:1:pos:R:3 method="wB97M-V/def2-TZVPD" relative_energy_ev=5.553 fmax_ev_per_a=4.5 energy_ha=-478.251067 total_charge=+1
C -3.01 -0.42 0.38
C -2.65 1.01 0.36
C -0.79 -1.36 -0.20
C 2.14 -0.97 0.12
C 1.58 1.47 -0.19
C 0.54 0.07 1.70
C 0.02 0.16 -2.07
C 1.06 0.11 0.30
N -2.14 -1.35 0.18
N -1.54 1.47 0.14
N -0.08 -0.22 -0.62
H -4.08 -0.56 0.65
H -3.59 1.66 0.65
H -0.27 -1.80 0.60
H -0.68 -2.19 -0.91
H 2.36 -0.95 -0.98
H 3.00 -0.66 0.83
H 1.64 -1.98 0.31
H 0.74 2.14 -0.31
H 2.33 1.51 -0.99
H 2.12 1.81 0.74
H 1.07 0.77 2.54
H -0.51 0.41 1.68
H 0.63 -0.90 2.25
H 0.44 1.19 -2.20
H 0.66 -0.63 -2.43
H -0.99 0.24 -2.55



29
Properties=species:S:1:pos:R:3 method="wB97M-V/def2-TZVPD" relative_energy_ev=3.214 fmax_ev_per_a=5.0 energy_ha=-608.561983
H 0.75 2.73 1.92
N 0.30 2.34 1.10
N 0.20 1.08 1.45
N -0.18 0.29 0.49
C -0.68 0.71 -0.72
C -0.05 1.51 -1.61
C 1.40 1.82 -1.53
C 2.23 0.71 -2.29
C -0.55 -1.12 0.92
C -2.06 -1.08 1.45
C 0.41 -1.65 2.07
C -0.44 -2.10 -0.28
N -1.53 -2.24 -1.05
O 0.67 -2.54 -0.44
H -1.70 0.33 -0.94
H -0.67 2.12 -2.31
H 1.68 1.93 -0.51
H 1.70 2.85 -1.87
H 1.47 0.38 -3.01
H 2.62 0.04 -1.52
H 3.09 1.30 -2.68
H -2.09 -0.45 2.37
H -2.38 -2.09 1.70
H -2.66 -0.58 0.65
H 1.35 -1.21 2.14
H 0.29 -2.71 1.98
H -0.14 -1.56 3.01
H -2.43 -1.73 -0.70
H -1.52 -2.94 -1.70



26
Properties=species:S:1:pos:R:3 method="wB97M-V/def2-TZVPD" relative_energy_ev=1.645 smiles="CCC(C)=O.CCC(C)=O" fmax_ev_per_a=3.1 energy_ha=-464.869276
C -2.82 3.76 6.30
C -1.43 3.95 5.49
C -1.31 2.88 4.39
C 0.03 2.87 3.67
O -2.27 2.16 4.05
H -2.67 2.87 6.93
H -3.75 3.62 5.72
H -2.94 4.64 6.95
H -1.52 4.95 5.04
H -0.56 3.96 6.18
H -0.30 2.82 2.63
H 0.74 2.04 3.86
H 0.56 3.83 3.83
C -3.37 -3.44 3.70
C -3.33 -4.32 2.41
C -4.67 -4.42 1.73
C -4.83 -3.60 0.47
O -5.60 -4.98 2.26
H -2.44 -3.50 4.30
H -4.22 -3.74 4.34
H -3.52 -2.40 3.38
H -2.60 -4.00 1.64
H -3.03 -5.32 2.76
H -5.87 -3.27 0.29
H -4.47 -4.14 -0.42
H -4.20 -2.71 0.62



27
Properties=species:S:1:pos:R:3 method="wB97M-V/def2-TZVPD" relative_energy_ev=1.599 fmax_ev_per_a=5.1 energy_ha=-754.363946
C -1.38 2.53 -0.80
C -0.44 1.78 -0.23
C -0.11 1.94 1.20
C 0.63 1.16 2.00
O 1.29 -0.03 1.76
C 1.93 -0.48 2.83
O 0.32 0.91 -1.00
Si -0.24 -0.62 -1.30
C -1.19 -1.43 0.08
C -1.21 -0.66 -2.94
C 1.33 -1.60 -1.39
H -1.56 2.67 -1.82
H -2.03 3.10 -0.17
H -0.59 2.74 1.73
H 0.56 1.48 3.07
H 2.61 -1.27 2.50
H 2.54 0.34 3.28
H 1.13 -0.86 3.50
H -0.50 -1.37 0.93
H -2.04 -0.79 0.35
H -1.59 -2.37 -0.05
H -1.19 -1.70 -3.20
H -2.14 -0.35 -2.44
H -0.97 0.01 -3.76
H 1.48 -1.85 -2.47
H 1.23 -2.36 -0.56
H 2.12 -0.91 -1.09



27
Properties=species:S:1:pos:R:3 method="wB97M-V/def2-TZVPD" relative_energy_ev=2.491 fmax_ev_per_a=4.0 energy_ha=-968.522371
C -3.66 1.79 0.45
C -2.77 1.18 -0.44
C -3.07 1.85 1.66
C -1.58 0.94 0.23
C 1.48 -3.31 -0.64
C 0.35 0.49 -2.11
C 1.28 2.53 0.36
C 2.17 -2.46 0.37
O -1.74 1.40 1.52
Si 1.10 -1.12 1.25
Si 0.19 0.50 -0.16
H -4.71 1.77 0.37
H -2.82 1.08 -1.53
H -3.54 2.16 2.57
H 0.66 -3.97 -0.23
H 1.20 -2.89 -1.55
H 2.44 -3.88 -1.10
H -0.66 0.46 -2.60
H 0.88 1.45 -2.49
H 0.82 -0.47 -2.54
H 0.49 3.17 0.19
H 1.73 2.47 1.41
H 2.00 2.83 -0.45
H 3.07 -2.04 -0.10
H 2.66 -3.08 1.16
H 1.97 -0.66 2.46
H 0.05 -2.19 1.95



25
Properties=species:S:1:pos:R:3 method="wB97M-V/def2-TZVPD" relative_energy_ev=1.153 fmax_ev_per_a=3.6 energy_ha=-655.357085 total_charge=+1
C -0.81 -0.41 -1.15
C -0.03 0.55 -1.59
C -1.16 -0.45 0.29
C 0.85 1.85 0.86
C -1.74 -1.11 -2.08
C 0.66 1.07 -2.71
C -0.22 0.12 3.05
C 1.73 -0.87 1.21
P 0.31 0.24 1.25
H -2.00 0.29 0.42
H -1.48 -1.41 0.62
H 1.52 2.02 0.05
H 0.26 2.69 1.08
H -1.35 -1.19 -3.15
H -2.69 -0.57 -2.10
H -2.14 -2.07 -1.66
H 0.40 2.05 -2.93
H 0.03 0.65 -3.62
H 1.78 0.85 -2.57
H -0.12 -0.96 3.49
H -1.19 0.66 3.28
H 0.51 0.75 3.47
H 1.41 -1.76 1.85
H 2.51 -0.51 1.89
H 2.15 -1.03 0.27



35
Properties=species:S:1:pos:R:3 method="wB97M-V/def2-TZVPD" relative_energy_ev=0.363 fmax_ev_per_a=0.3 energy_ha=-7027.577844 total_charge=+2
Rh 0.74 -0.84 -0.74
N 2.85 -1.08 -0.74
N 3.36 0.22 -0.89
C 2.50 1.31 -0.97
O 2.88 2.41 -1.23
O 1.21 1.02 -0.74
H 3.23 -1.50 0.11
H 3.13 -1.67 -1.52
H 4.32 0.34 -1.17
Br 0.77 -1.24 -3.46
C -0.06 -2.94 -3.07
Br 0.23 -3.35 -1.19
H 0.42 -3.72 -3.66
H -1.13 -2.87 -3.24
C -0.44 1.67 2.42
C 0.71 0.66 2.35
S 0.54 -0.94 1.50
C -1.18 -1.45 1.72
C -2.18 -0.73 0.83
S -1.52 -0.37 -0.83
C -1.80 1.42 -1.10
C -2.01 2.34 0.09
S -0.59 2.86 1.07
H -0.20 2.28 3.29
H -1.40 1.20 2.67
H 0.97 0.33 3.36
H 1.60 1.11 1.91
H -1.41 -1.31 2.78
H -1.18 -2.52 1.54
H -2.50 0.21 1.26
H -3.07 -1.35 0.69
H -2.69 1.44 -1.73
H -0.94 1.73 -1.69
H -2.84 2.03 0.73
H -2.34 3.28 -0.35



30
Properties=species:S:1:pos:R:3 method="wB97M-V/def2-TZVPD" fmax_ev_per_a=0.2 energy_ha=-8187.481073
C -1.49 2.08 2.67
C -0.95 0.78 3.30
C 0.14 0.11 2.47
C -0.37 -0.52 1.19
O 0.65 -1.36 0.68
C 0.29 -2.06 -0.50
C 0.47 -1.21 -1.75
O 0.14 -1.95 -2.91
C -1.25 -2.06 -3.17
H -1.08 2.97 3.16
H -1.22 2.14 1.62
H -2.57 2.15 2.74
H -0.55 0.99 4.29
H -1.77 0.07 3.45
H 0.91 0.85 2.22
H 0.64 -0.68 3.04
H -0.65 0.24 0.45
H -1.28 -1.12 1.40
H 0.94 -2.93 -0.56
H -0.75 -2.42 -0.42
H 1.52 -0.92 -1.86
H -0.12 -0.29 -1.69
H -1.44 -1.77 -4.21
H -1.84 -1.41 -2.52
H -1.59 -3.09 -3.03
C 2.72 2.39 -2.01
Br 1.30 2.68 -3.28
Br 2.04 2.22 -0.23
Br 3.78 0.87 -2.49
H 3.36 3.26 -2.04



48
Properties=species:S:1:pos:R:3 method="wB97M-V/def2-TZVPD" relative_energy_ev=0.638 fmax_ev_per_a=3.0 energy_ha=-3551.704745 total_charge=-1
Na 0.14 -1.12 0.15
C -4.17 -1.99 2.53
F -4.99 -2.62 1.70
F -4.89 -1.48 3.52
F -3.27 -2.82 3.01
S -3.39 -0.53 1.62
O -4.45 0.22 1.03
O -2.65 0.18 2.63
N -2.34 -1.36 0.53
S -2.85 -1.08 -0.93
O -4.23 -1.35 -1.27
O -2.33 0.18 -1.45
C -1.99 -2.46 -1.90
F -0.63 -2.32 -1.90
F -2.21 -3.66 -1.40
F -2.39 -2.36 -3.15
O 1.77 -2.21 1.31
H 1.05 -2.82 1.47
O 1.56 0.02 -1.67
S 3.00 -0.20 -1.62
O 3.68 -0.85 -0.55
O 3.43 -0.95 -2.98
C 2.49 -1.82 -3.57
C 3.21 -2.68 -4.59
C 3.73 1.44 -1.87
H 1.65 -1.35 -4.11
H 1.97 -2.47 -2.87
H 3.76 -2.09 -5.32
H 2.53 -3.29 -5.19
H 3.85 -3.39 -4.06
H 3.29 1.87 -2.76
H 4.81 1.25 -1.88
H 3.53 2.07 -1.01
O 1.30 2.61 0.07
S 0.23 2.29 0.97
O -0.04 0.95 1.43
O 0.50 3.22 2.29
C -0.23 2.92 3.47
C 0.71 3.03 4.68
C -1.32 3.05 0.41
H -0.71 1.93 3.47
H -1.10 3.56 3.59
H 1.39 2.18 4.74
H 0.10 2.84 5.56
H 1.26 3.97 4.65
H -1.21 4.12 0.55
H -1.97 2.72 1.23
H -1.60 2.68 -0.57



28
Properties=species:S:1:pos:R:3 method="wB97M-V/def2-TZVPD" multiplicity=3 fmax_ev_per_a=7.3 energy_ha=-721.337187 total_charge=+2 s_squared=2.01
C 0.02 1.09 0.62
C 0.14 -0.40 -1.34
C -1.09 -1.15 -1.84
C 1.23 0.20 2.32
C 2.04 1.79 -2.61
C 0.25 1.08 2.06
C 2.38 0.40 -2.07
C -2.65 -0.85 2.78
N 1.15 -0.34 -2.17
N 0.05 0.02 -0.09
I -4.30 -2.20 3.22
H -0.16 1.97 0.14
H -1.67 -0.46 -2.49
H -1.61 -1.76 -1.11
H -0.72 -2.00 -2.46
H 1.51 -0.54 1.61
H 1.68 0.10 3.25
H -3.34 -2.89 4.43
H 1.31 2.36 -2.09
H 2.95 2.49 -2.78
H 1.62 1.57 -3.51
H -1.77 -1.43 3.14
H -0.08 1.82 2.67
H 2.54 0.43 -1.04
H 2.98 -0.35 -2.58
H -2.60 -0.50 1.69
H -2.73 0.14 3.34
H 0.85 -0.63 -3.09